(1)
This record from the OMol25 dataset describes a structure of composition C22H49N2OP3SeTi. The level of theory is wB97M-V/def2-TZVPD.

XYZ file:
```
79
C22H49N2OP3SeTi (wB97M-V/def2-TZVPD)
Ti -0.97 0.09 0.01
P -1.34 -2.37 0.40
P 1.44 -0.62 1.60
P 2.82 -1.59 -2.59
H -2.58 2.00 -1.00
C -1.95 1.18 -1.38
C -2.49 -0.19 -1.23
H -3.49 -0.31 -0.81
C -2.65 -2.20 1.68
C -0.22 -3.63 1.13
C -2.17 -3.31 -0.93
C 2.64 0.75 1.93
C 0.73 -0.84 3.30
C 2.74 -1.97 1.70
C 2.32 -1.73 -4.31
C 2.26 -3.04 -1.71
C 4.57 -1.23 -2.38
H -1.46 1.42 -2.32
H -2.33 -0.91 -2.03
H -3.44 -1.54 1.30
H -2.24 -1.77 2.61
H -3.06 -3.19 1.89
H 0.20 -3.29 2.09
H 0.60 -3.84 0.43
H -0.77 -4.56 1.32
H -3.17 -2.89 -1.14
H -2.28 -4.37 -0.66
H -1.59 -3.24 -1.86
H 3.42 0.39 2.63
H 2.14 1.62 2.38
H 3.11 1.07 0.99
H 1.54 -0.77 4.04
H 0.21 -1.80 3.41
H 0.01 -0.02 3.46
H 3.31 -1.85 2.65
H 3.44 -1.83 0.86
H 2.29 -2.97 1.67
H 3.17 -2.18 -4.86
H 2.10 -0.73 -4.72
H 1.43 -2.36 -4.44
H 2.72 -3.92 -2.20
H 1.17 -3.14 -1.77
H 2.55 -3.04 -0.65
H 5.08 -1.61 -3.27
H 4.97 -1.72 -1.48
H 4.73 -0.15 -2.28
C 1.47 1.92 -3.24
C 0.48 1.63 -4.20
C 0.54 2.29 -5.45
C 1.65 3.08 -5.78
C 2.64 3.34 -4.82
C 2.52 2.80 -3.53
Se 1.55 1.10 -1.46
H 2.34 -0.05 -2.34
H -0.33 0.94 -3.95
H -0.28 2.20 -6.17
H 1.72 3.52 -6.77
H 3.47 3.98 -5.07
H 3.23 3.05 -2.75
C -4.29 1.79 1.20
N -3.51 1.98 2.44
C -4.14 2.76 3.50
C -2.23 1.67 2.45
O -1.73 1.08 1.41
N -1.42 1.96 3.51
C -1.76 1.58 4.88
C -0.13 2.63 3.29
H -4.32 0.72 0.91
H -3.90 2.39 0.36
H -5.31 2.11 1.40
H -4.48 2.12 4.32
H -3.44 3.51 3.89
H -4.99 3.28 3.07
H -0.86 1.17 5.37
H -2.13 2.42 5.47
H -2.52 0.79 4.86
H 0.63 2.21 3.96
H 0.19 2.50 2.25
H -0.20 3.72 3.48
```

Computed properties:
Kohn-Sham gap (alpha / beta) in eV: 7.8 / 6.1
Net charge: +3
Lowest unoccupied orbital energy (alpha / beta) in eV: -8.6079 / -10.7419
Multiplicity: 2
Highest occupied orbital energy (alpha / beta) in eV: -16.458 / -16.876
ΔE to the lowest compared entry with this formula, charge and spin in kcal per mole: 30.4



(2)
This record from the OMol25 dataset describes a structure of composition C22H50AlO27P5. The level of theory is wB97M-V/def2-TZVPD.

XYZ file:
```
105
C22H50AlO27P5 (wB97M-V/def2-TZVPD)
Al 3.02 -2.52 -3.93
O 0.25 0.24 -1.17
C 1.08 -0.62 -1.74
O 0.77 -1.78 -2.14
O 2.26 -0.31 -1.82
H 0.98 0.68 -0.73
C 2.12 4.80 0.56
C 2.75 5.99 0.69
C 4.26 6.17 0.38
O 4.94 7.06 0.79
C 4.88 5.06 -0.30
C 4.20 3.89 -0.53
C 2.71 3.61 -0.08
O 2.18 2.50 -0.18
O 4.71 2.86 -1.33
O 2.17 7.14 1.22
H 1.04 4.79 0.64
H 5.93 5.09 -0.57
H 4.07 2.14 -1.37
H 2.67 7.92 0.98
C 0.04 -7.33 -0.18
O 1.01 -6.53 -0.94
P 1.05 -6.22 -2.57
O 1.85 -5.05 -3.07
O 1.43 -7.62 -3.25
C 2.75 -8.05 -3.05
O -0.52 -5.95 -3.01
C -1.00 -4.65 -2.71
H -0.26 -8.19 -0.78
H -0.81 -6.83 0.27
H 0.60 -7.73 0.67
H 3.17 -8.68 -3.83
H 2.90 -8.45 -2.05
H 3.29 -7.11 -2.95
H -0.49 -3.93 -2.08
H -1.87 -4.76 -2.06
H -1.48 -4.15 -3.54
C 5.81 -4.99 1.40
O 5.36 -4.05 0.43
P 3.86 -3.44 0.24
O 3.56 -2.85 -1.14
O 2.91 -4.65 0.74
C 1.63 -4.40 1.32
O 3.67 -2.34 1.36
C 4.58 -1.22 1.31
H 5.97 -5.93 0.88
H 4.99 -5.13 2.10
H 6.66 -4.70 2.01
H 1.65 -4.56 2.40
H 0.82 -5.03 0.95
H 1.35 -3.35 1.21
H 4.04 -0.28 1.46
H 5.07 -1.02 0.37
H 5.37 -1.35 2.05
C -4.20 2.66 -0.08
O -5.03 1.53 0.05
P -5.59 0.70 -1.31
O -6.26 -0.57 -0.97
O -6.59 1.78 -2.04
C -7.91 2.02 -1.57
O -4.32 0.44 -2.27
C -3.18 -0.13 -1.62
H -3.78 2.81 0.92
H -4.73 3.56 -0.40
H -3.48 2.46 -0.88
H -8.11 1.21 -0.87
H -8.55 2.00 -2.45
H -8.11 2.96 -1.06
H -2.85 -1.03 -2.13
H -3.42 -0.46 -0.61
H -2.31 0.51 -1.52
C -3.01 -1.41 2.70
O -2.08 -0.38 2.91
P -0.64 -0.87 3.47
O -0.18 -2.17 2.89
O 0.36 0.40 3.25
C 1.23 0.42 2.14
O -1.00 -0.89 5.06
C -1.15 -2.01 5.88
H -3.71 -1.68 3.48
H -2.59 -2.26 2.17
H -3.56 -1.11 1.81
H 1.14 1.42 1.70
H 0.93 -0.27 1.35
H 2.24 0.29 2.53
H -2.10 -1.83 6.39
H -0.47 -2.08 6.72
H -1.18 -2.91 5.26
C -0.97 3.57 -1.21
O -1.31 4.64 -0.28
P -2.18 5.89 -0.84
O -3.54 5.49 -1.29
O -2.27 7.03 0.29
C -2.70 6.75 1.68
O -1.28 6.49 -2.01
C -1.67 7.54 -2.93
H -0.99 2.58 -0.75
H 0.10 3.71 -1.37
H -1.49 3.38 -2.14
H -3.37 5.89 1.72
H -3.24 7.59 2.11
H -1.79 6.49 2.23
H -2.69 7.91 -2.81
H -1.41 7.40 -3.97
H -0.99 8.33 -2.62
```

Computed properties:
Kohn-Sham gap (alpha / beta) in eV: 8.1 / 5.0
Net charge: +1
Lowest unoccupied orbital energy (alpha / beta) in eV: -3.7728 / -6.8307
Multiplicity: 2
Highest occupied orbital energy (alpha / beta) in eV: -11.844 / -11.844



(3)
This record from the OMol25 dataset describes a structure of composition C22H50BrIN6O6S2Si2. The level of theory is wB97M-V/def2-TZVPD.

XYZ file:
```
90
C22H50BrIN6O6S2Si2 (wB97M-V/def2-TZVPD)
C -0.31 4.63 0.20
C -1.22 3.38 -0.14
Si -1.49 2.13 1.27
C -3.40 1.98 1.49
C -4.18 1.94 0.13
C -5.55 1.18 0.37
I -7.11 2.56 1.04
C -0.89 2.78 2.99
O -0.99 1.80 4.03
O -0.15 0.71 3.77
O -0.97 0.52 0.93
Si 0.65 0.33 0.43
Br 2.07 1.97 1.08
C 0.67 0.28 -1.47
C 1.47 1.44 -2.17
C 2.99 1.10 -2.39
S 3.91 2.50 -3.15
C 4.79 1.84 -4.60
S 5.88 2.81 -5.37
N 4.45 0.49 -4.96
C 3.67 0.41 -6.20
C 4.28 -0.56 -7.27
O 5.65 -0.18 -7.41
C 6.29 -0.74 -6.26
C 5.59 -0.44 -4.89
C 1.25 -1.28 1.29
C 2.68 -1.80 0.87
N 2.90 -3.10 1.62
N 2.84 -2.13 -0.54
N 3.78 -0.91 1.29
H 0.69 4.44 -0.24
H -0.74 5.53 -0.27
H -0.17 4.82 1.28
H -0.86 2.83 -1.03
H -2.21 3.79 -0.45
H -3.59 1.06 2.10
H -3.76 2.82 2.12
H -4.49 2.99 -0.10
H -3.61 1.50 -0.71
H -5.86 0.62 -0.54
H -5.44 0.44 1.20
H -1.63 3.57 3.25
H 0.10 3.29 2.95
H 0.78 0.99 3.70
H 1.03 -0.68 -1.91
H -0.39 0.38 -1.80
H 1.32 2.43 -1.70
H 1.05 1.54 -3.20
H 3.43 0.88 -1.39
H 3.06 0.17 -2.99
H 2.59 0.17 -6.06
H 3.70 1.42 -6.67
H 4.19 -1.60 -6.88
H 3.74 -0.55 -8.23
H 6.26 -1.86 -6.39
H 7.36 -0.47 -6.30
H 6.34 0.00 -4.19
H 5.23 -1.38 -4.42
H 1.13 -1.21 2.39
H 0.53 -2.08 0.96
H 2.00 -3.58 1.58
H 3.02 -2.79 2.58
H 1.99 -2.48 -0.96
H 3.27 -1.38 -1.07
H 4.57 -1.50 1.54
H 3.49 -0.48 2.16
C 2.70 -1.34 7.18
O 3.33 -0.86 6.26
N 1.36 -1.53 7.19
C 0.68 -2.10 8.33
C 0.60 -1.14 6.02
H 3.20 -1.66 8.11
H 0.17 -3.02 8.03
H -0.06 -1.39 8.71
H 1.38 -2.34 9.13
H 0.96 -1.70 5.16
H 0.73 -0.08 5.84
H -0.46 -1.35 6.18
C -6.19 -2.41 -0.97
O -5.51 -1.97 -1.87
N -7.54 -2.56 -1.02
C -8.29 -3.09 0.11
C -8.24 -2.18 -2.23
H -5.75 -2.72 -0.01
H -8.81 -4.00 -0.20
H -9.02 -2.35 0.43
H -7.62 -3.33 0.94
H -7.86 -2.77 -3.07
H -8.07 -1.12 -2.43
H -9.31 -2.36 -2.11
```

Computed properties:
Kohn-Sham gap in eV: 8.4
Lowest unoccupied orbital energy in eV: -0.0873
Highest occupied orbital energy in eV: -8.515



(4)
This record from the OMol25 dataset describes a cluster of 4 separate species, C22H50FO2S in total. The level of theory is wB97M-V/def2-TZVPD.

XYZ file:
```
76
C22H50FO2S (wB97M-V/def2-TZVPD)
C -0.07 -3.32 -1.19
C -1.37 -2.79 -1.73
O -1.94 -1.84 -0.75
S -3.48 -1.64 -0.63
C -4.20 -3.24 -0.20
C -4.80 -4.08 -1.30
O -5.52 -4.97 -1.10
F -4.41 -3.71 -2.53
H -0.19 -3.74 -0.20
H 0.70 -2.56 -1.21
H 0.24 -4.13 -1.85
H -1.22 -2.23 -2.65
H -2.07 -3.61 -1.92
H -3.89 -1.41 -1.90
H -4.98 -3.04 0.52
H -3.39 -3.77 0.31
C -1.64 1.97 -1.02
C -0.73 1.27 -0.01
C -0.64 1.97 1.34
C -0.05 3.38 1.28
C 1.34 3.46 0.65
C 2.40 2.67 1.42
H -1.28 2.97 -1.25
H -1.68 1.41 -1.95
H -2.66 2.06 -0.63
H 0.27 1.15 -0.44
H -1.10 0.25 0.16
H -0.05 1.36 2.02
H -1.64 2.03 1.78
H -0.01 3.79 2.29
H -0.73 4.04 0.72
H 1.64 4.51 0.61
H 1.31 3.12 -0.38
H 2.48 3.03 2.45
H 3.38 2.78 0.96
H 2.17 1.61 1.45
C -0.69 -1.83 2.74
C -0.83 -3.12 3.54
C -0.73 -2.91 5.05
C 0.61 -2.33 5.52
C 1.84 -3.15 5.14
C 1.84 -4.56 5.74
H 0.28 -1.36 2.88
H -0.79 -2.04 1.67
H -1.47 -1.12 3.02
H -0.07 -3.84 3.21
H -1.80 -3.59 3.32
H -0.92 -3.86 5.56
H -1.53 -2.24 5.37
H 0.57 -2.23 6.61
H 0.72 -1.31 5.14
H 2.73 -2.62 5.49
H 1.93 -3.22 4.05
H 1.79 -4.52 6.83
H 2.74 -5.10 5.46
H 0.99 -5.15 5.38
C 0.12 1.11 -4.50
C 1.58 1.52 -4.61
C 2.05 2.38 -3.44
C 1.32 3.71 -3.28
C 1.37 4.63 -4.50
C 2.78 5.06 -4.87
H -0.55 1.97 -4.49
H -0.18 0.47 -5.34
H -0.04 0.55 -3.57
H 1.74 2.05 -5.56
H 2.20 0.62 -4.66
H 3.13 2.56 -3.55
H 1.94 1.80 -2.51
H 1.75 4.24 -2.42
H 0.27 3.52 -3.02
H 0.77 5.52 -4.28
H 0.89 4.14 -5.35
H 3.26 5.58 -4.04
H 2.77 5.73 -5.73
H 3.41 4.20 -5.14
```

Computed properties:
Kohn-Sham gap in eV: 8.6
Net charge: +1
Lowest unoccupied orbital energy in eV: -4.2595
Highest occupied orbital energy in eV: -12.814



(5)
This record from the OMol25 dataset describes a structure of composition C22H50N3O2P2Pd. The level of theory is wB97M-V/def2-TZVPD.

XYZ file:
```
80
C22H50N3O2P2Pd (wB97M-V/def2-TZVPD)
Pd -1.19 -0.40 -0.53
P -0.84 1.11 -2.37
P -1.72 -1.45 1.56
N -2.66 1.08 0.11
C -1.96 2.49 -1.87
H -1.57 3.47 -2.16
H -2.92 2.35 -2.38
C -2.24 2.44 -0.37
H -1.48 3.06 0.16
H -3.16 3.00 -0.13
C -2.69 1.15 1.61
H -3.59 1.77 1.74
H -1.95 1.74 2.20
C -2.88 -0.22 2.27
H -3.90 -0.54 2.03
H -2.79 -0.14 3.35
C -0.38 -1.55 2.83
C 0.83 -2.34 2.33
H 1.65 -2.19 3.05
H 1.18 -1.97 1.36
H 0.64 -3.42 2.27
C -2.58 -3.05 1.49
C -1.65 -4.25 1.23
H -2.29 -5.10 0.92
H -1.12 -4.56 2.13
H -0.93 -4.07 0.42
C -1.38 0.52 -4.01
C -0.37 -0.41 -4.70
H -0.90 -0.93 -5.51
H 0.03 -1.18 -4.03
H 0.46 0.14 -5.16
C 0.81 1.92 -2.53
C 1.94 0.91 -2.72
H 2.89 1.44 -2.58
H 1.95 0.49 -3.74
H 1.90 0.11 -1.98
C -0.33 -1.89 -1.31
C -3.51 -3.34 2.67
H -2.96 -3.57 3.58
H -4.20 -2.52 2.88
H -4.11 -4.22 2.41
C -1.84 1.62 -4.97
H -2.31 1.14 -5.83
H -2.58 2.29 -4.52
H -1.00 2.22 -5.35
C 0.87 3.02 -3.60
H 1.78 3.61 -3.42
H 0.93 2.61 -4.61
H 0.03 3.73 -3.54
C -0.85 -2.07 4.20
H -0.99 -3.15 4.21
H -0.05 -1.84 4.93
H -1.76 -1.58 4.57
H -0.06 -0.50 2.95
H 0.95 2.39 -1.54
H -3.21 -2.92 0.58
H -2.26 -0.09 -3.75
O 0.36 -2.75 -1.71
H -2.87 0.18 -0.53
H -2.35 -1.04 -1.21
C 1.39 2.47 1.71
N 2.65 1.78 1.69
C 3.80 2.57 2.07
C 2.66 0.61 0.99
O 1.56 0.24 0.45
N 3.79 -0.15 0.86
C 4.91 -0.12 1.80
C 3.80 -1.30 -0.02
H 1.49 3.34 2.37
H 0.62 1.78 2.10
H 1.10 2.82 0.71
H 4.25 2.19 3.00
H 4.58 2.59 1.30
H 3.44 3.59 2.24
H 5.45 -1.07 1.74
H 5.63 0.68 1.55
H 4.56 0.01 2.83
H 3.11 -2.09 0.32
H 3.55 -0.98 -1.05
H 4.81 -1.72 -0.01
```

Computed properties:
Kohn-Sham gap (alpha / beta) in eV: 7.2 / 8.3
Net charge: +1
Lowest unoccupied orbital energy (alpha / beta) in eV: -1.6694 / -3.1494
Multiplicity: 3
Highest occupied orbital energy (alpha / beta) in eV: -8.844 / -11.449



Per-record largest force on an atom, eV/A: 3.27 3.53 2.61 1.18 6.79
Per-record DFT total energy, eV: -144938.5364 -131947.6348 -160419.3194 -41265.0453 -54239.7258